A cluster of 2 separate species, C8H16BCl in total in a non-equilibrium geometry. Source: the Open Molecules 2025 dataset; level of theory: ωB97M-V with the def2-TZVPD basis set.

Last column: Mulliken charge in e.
CARTESIAN COORDINATES (ANGSTROEM)
1 B -1.20404 -0.92242 -0.72932  -0.09
2 C -0.22130 2.29284 0.62955  -0.36
3 C 0.38219 1.16491 1.13640  0.56
4 C -1.48746 -0.41614 -2.14163  -0.87
5 C -1.94088 -1.74711 0.29806  -0.91
6 C -1.34692 3.06177 1.34733  -1.34
7 C 3.16975 -1.02683 -0.22941  -1.25
8 C 2.17662 -0.62014 0.84812  -0.43
9 C 1.30027 0.41701 0.38147  -0.44
10 Cl -0.10839 0.55430 2.73864  -0.23
11 H 0.21484 2.72849 -0.26627  0.39
12 H -1.19608 0.63428 -2.15338  0.27
13 H -2.50819 -0.49721 -2.42187  0.34
14 H -0.80024 -0.96323 -2.76926  0.31
15 H -1.73813 -2.76242 -0.18006  0.24
16 H -3.00274 -1.53998 0.32201  0.36
17 H -1.83267 -1.73436 1.29744  0.40
18 H -0.87995 3.92286 1.71716  0.36
19 H -1.66679 2.37656 2.11888  0.34
20 H -2.06889 3.23502 0.63919  0.37
21 H 3.50919 -0.25787 -0.92430  0.33
22 H 2.58685 -1.77230 -0.90476  0.24
23 H 4.02456 -1.59021 0.19695  0.36
24 H 1.78944 -1.42519 1.34990  0.39
25 H 2.80762 -0.13449 1.63847  0.32
26 H 1.51500 0.95818 -0.46952  0.31

Calculated values
- Energy above the lowest of the compared OMol25 structures with the same formula, charge and spin: 71.3 kcal per mole
- HOMO level (spin up / spin down): -6.91 / -6.12 eV
- Orbital gap (spin up / spin down): 0.2679 / 0.2356 hartree
- E_tot: -799.27748 a.u.

---

The ion C5H6BrF2N2O with charge +1 in a non-equilibrium geometry. Source: the Open Molecules 2025 dataset; level of theory: ωB97M-V with the def2-TZVPD basis set.

Last column: Mulliken charge in e.
CARTESIAN COORDINATES (ANGSTROEM)
1 C -1.70083 0.44446 0.15809  -0.15
2 C 0.80848 -0.73405 -0.10056  -0.65
3 C 0.60533 0.61046 -0.20960  0.66
4 C -0.42040 -1.63049 0.22766  0.06
5 C 1.74147 1.66521 -0.20108  -0.01
6 N -0.66897 1.16012 -0.13780  -0.14
7 N -1.64536 -0.84060 0.45253  -0.10
8 O -0.57402 -2.60982 -0.73424  -0.52
9 F 1.25627 2.77127 -0.90292  -0.28
10 F 1.69722 2.16899 1.06709  -0.22
11 Br 2.44788 -1.67136 0.16965  -0.01
12 H -2.56728 0.94769 0.33354  0.47
13 H -0.22353 -2.06753 1.16630  0.40
14 H 2.64939 1.30327 -0.51413  0.49
15 H -0.68724 2.25351 -0.00572  0.36
16 H -2.52481 -1.21598 0.82906  0.26
17 H -0.19361 -2.55515 -1.59786  0.39

Calculated values
- Energy above the lowest of the compared OMol25 structures with the same formula, charge and spin: 19.9 kcal per mole
- HOMO level: -13.82 eV
- Orbital gap: 0.3425 hartree
- E_tot: -3152.33856 a.u.
- SMILES string: O[C@@H]1[NH+]=CNC(C(F)F)=C1Br
- Charge: +1

---

A structure of composition C44H40Cl2N5SSb2W in a non-equilibrium geometry. Source: the Open Molecules 2025 dataset; level of theory: ωB97M-V with the def2-TZVPD basis set.

Last column: Mulliken charge in e.
CARTESIAN COORDINATES (ANGSTROEM)
1 W 0.47379 0.18865 -0.00989  0.80
2 C 0.27922 0.35317 2.66533  -0.77
3 C -1.12356 0.14164 3.27907  -0.67
4 C -2.28887 -0.21422 2.34851  -0.98
5 Sb -2.22352 0.43235 0.31182  0.76
6 C -2.96348 2.36891 0.12264  1.14
7 C -4.24947 2.57807 0.62442  -0.72
8 C -4.84378 3.82442 0.49198  -0.86
9 C -4.16269 4.85335 -0.15037  -0.63
10 C -2.89543 4.63662 -0.67258  -0.66
11 C -2.29124 3.39141 -0.54079  -0.40
12 C -3.70420 -0.69901 -0.63328  0.88
13 C -4.29055 -0.18225 -1.78507  -0.68
14 C -5.32058 -0.88910 -2.39089  -0.72
15 C -5.75425 -2.09183 -1.85129  -0.61
16 C -5.16321 -2.60241 -0.70316  -0.78
17 C -4.12733 -1.91028 -0.08977  -0.65
18 Sb 0.33393 2.33221 1.64347  0.86
19 C 2.03207 3.54780 1.51149  0.77
20 C 2.37615 3.94510 0.21884  -0.44
21 C 3.35341 4.91234 0.03399  -0.80
22 C 3.98580 5.47407 1.13429  -0.61
23 C 3.63646 5.08284 2.41981  -0.71
24 C 2.64874 4.12868 2.61671  -0.48
25 C -0.77857 3.31585 3.12355  0.85
26 C -1.91630 4.06944 2.87706  -0.46
27 C -2.53576 4.71482 3.94172  -0.63
28 C -2.02190 4.60155 5.22384  -0.72
29 C -0.87761 3.84829 5.45627  -0.89
30 C -0.24509 3.19780 4.40768  -0.45
31 H 0.54537 -0.53968 2.05812  0.32
32 H 1.06919 0.36251 3.41639  0.61
33 H -1.38550 1.01538 3.86962  0.26
34 H -1.02204 -0.67709 3.99593  0.58
35 H -3.24462 0.10480 2.76453  0.67
36 H -2.34785 -1.30060 2.23820  0.38
37 H -4.80076 1.78137 1.11221  0.45
38 H -5.83950 3.98884 0.88138  0.49
39 H -4.63186 5.82230 -0.25678  0.46
40 H -2.38097 5.43201 -1.19527  0.47
41 H -1.31781 3.22515 -0.98981  0.36
42 H -3.97313 0.76420 -2.20682  0.51
43 H -5.78791 -0.49425 -3.28293  0.44
44 H -6.56319 -2.63274 -2.32349  0.44
45 H -5.51556 -3.53359 -0.28022  0.46
46 H -3.68959 -2.31796 0.81410  0.44
47 H 1.87987 3.52750 -0.65284  0.47
48 H 3.61237 5.23473 -0.96587  0.46
49 H 4.74634 6.23002 0.99231  0.43
50 H 4.12643 5.52898 3.27456  0.44
51 H 2.37900 3.85456 3.62694  0.36
52 H -2.30897 4.18602 1.87774  0.38
53 H -3.41830 5.31412 3.76210  0.49
54 H -2.50828 5.10631 6.04740  0.44
55 H -0.47411 3.76587 6.45667  0.46
56 H 0.63902 2.60636 4.61779  0.43
57 Cl 2.81995 0.78453 -0.12873  -0.11
58 C 3.15304 1.14715 -1.85829  0.96
59 C 4.44016 1.47382 -2.20053  -0.90
60 C 4.66345 1.76312 -3.54627  -0.53
61 C 3.62677 1.72492 -4.46339  -0.71
62 C 2.33580 1.39834 -4.05758  0.21
63 Cl 1.07614 1.36725 -5.22237  -0.16
64 C 2.07465 1.09744 -2.71979  -0.10
65 S 0.42539 0.70003 -2.18099  -0.10
66 H 5.23918 1.50370 -1.47341  0.53
67 H 5.66061 2.02208 -3.87511  0.46
68 H 3.80300 1.94936 -5.50614  0.48
69 C -0.79087 -2.68789 -1.54787  -1.14
70 C 0.27274 -2.82967 -0.52138  1.07
71 N 0.91848 -1.82269 0.13356  -0.04
72 C 1.88935 -2.42262 0.94713  -0.49
73 C 1.82460 -3.75178 0.77010  -0.81
74 N 0.80687 -3.98779 -0.13705  0.10
75 C 0.46273 -5.31482 -0.71356  -1.30
76 N 1.32657 -5.61451 -1.79398  0.66
77 N 1.19464 -4.85815 -2.92574  -0.17
78 N 2.02984 -5.25507 -3.79464  -0.86
79 C 2.75392 -6.31041 -3.26683  0.20
80 C 3.77013 -7.08033 -3.84623  -0.66
81 C 4.30499 -8.07917 -3.07217  -0.55
82 C 3.84632 -8.31736 -1.75539  -0.59
83 C 2.84762 -7.57023 -1.17419  -0.89
84 C 2.31221 -6.55568 -1.97395  1.54
85 H -0.81769 -1.66781 -1.92596  0.02
86 H -1.77477 -2.93335 -1.14395  0.25
87 H -0.56364 -3.34927 -2.38570  0.55
88 H 2.56108 -1.84936 1.56161  0.59
89 H 2.41639 -4.55345 1.17872  0.57
90 H -0.57276 -5.25757 -1.04000  0.41
91 H 0.54999 -6.06078 0.07233  0.43
92 H 4.10447 -6.89479 -4.85699  0.45
93 H 5.08830 -8.70802 -3.47088  0.40
94 H 4.29308 -9.12364 -1.18922  0.40
95 H 2.49748 -7.78089 -0.17252  0.36

Calculated values
- Energy above the lowest of the compared OMol25 structures with the same formula, charge and spin: 0.0 kcal per mole
- HOMO level (spin up / spin down): -14.78 / -14.78 eV
- Orbital gap (spin up / spin down): 0.1650 / 0.1650 hartree
- E_tot: -3839.60038 a.u.
- Charge: +3

---

A cluster of 2 separate species, C2H5Br2N2 in total in a non-equilibrium geometry. Source: the Open Molecules 2025 dataset; level of theory: ωB97M-V with the def2-TZVPD basis set.

Last column: Mulliken charge in e.
CARTESIAN COORDINATES (ANGSTROEM)
1 C -0.84865 -0.27775 0.20035  0.27
2 C 1.24499 0.85803 0.67955  -0.36
3 N -1.85566 -0.58254 -0.53648  -0.30
4 N 0.08871 0.57133 -0.09406  -0.10
5 Br 2.59415 1.78447 -0.05954  0.11
6 Br 2.17776 -1.70605 -0.14414  -0.13
7 H -0.55265 -1.04680 0.90435  0.33
8 H 1.29826 0.93549 1.72186  0.38
9 H -2.27054 -1.47973 -0.22479  0.30
10 H -1.95719 -0.19293 -1.46995  0.25
11 H 0.08081 1.13648 -0.97714  0.24

Calculated values
- Energy above the lowest of the compared OMol25 structures with the same formula, charge and spin: 47.1 kcal per mole
- HOMO level (spin up / spin down): -13.84 / -12.90 eV
- Orbital gap (spin up / spin down): 0.2922 / 0.2326 hartree
- E_tot: -5336.40011 a.u.
- Charge: +1